{
  "formula": "C23H27BrN4O4",
  "method": "the ωB97M-V functional and the def2-TZVPD basis",
  "e_above_lowest_kj_mol": 308.61,
  "e_lumo_ev": -0.19,
  "homo_lumo_gap_ev": 7.91,
  "spin_multiplicity": 1,
  "symbols": ["N", "C", "O", "C", "H", "H", "C", "N", "C", "O", "C", "C", "C", "C", "C", "C", "H", "H", "Br", "H", "H", "H", "C", "C", "C", "C", "N", "C", "H", "C", "C", "H", "H", "C", "H", "H", "C", "C", "H", "H", "C", "H", "H", "H", "H", "H", "H", "H", "C", "C", "H", "H", "N", "O", "O", "H", "H", "H", "H"],
  "xyz": [[3.66861, 3.47698, -1.81458], [2.86126, 2.70583, -2.56932], [2.44826, 3.05705, -3.65359], [2.47312, 1.37704, -1.93945], [3.25677, 1.00218, -1.28258], [2.30131, 0.66389, -2.74673], [1.17388, 1.58373, -1.14811], [0.18281, 2.19524, -2.01702], [-0.44386, 3.34711, -1.68786], [-0.39334, 3.82724, -0.57050], [-1.22576, 3.96274, -2.79936], [-0.70538, 4.03941, -4.08856], [-1.43243, 4.65250, -5.09293], [-2.67940, 5.17954, -4.80115], [-3.20543, 5.12637, -3.52095], [-2.46727, 4.52435, -2.51996], [-2.84676, 4.48301, -1.51040], [-4.17349, 5.55480, -3.31155], [-3.68797, 6.00999, -6.18752], [-1.03223, 4.72346, -6.09258], [0.28356, 3.66129, -4.30447], [0.14103, 1.86232, -2.96757], [0.61250, 0.32740, -0.52187], [1.02902, -0.94605, -0.81636], [0.44641, -2.07193, -0.21932], [-0.52219, -1.94715, 0.81214], [-0.93265, -2.95123, 1.62847], [-0.21398, -4.19825, 1.78635], [-0.72225, -4.78211, 2.55271], [1.24901, -4.01498, 2.20152], [1.42918, -3.83359, 3.70846], [1.09946, -4.73614, 4.22782], [2.49965, -3.72711, 3.89815], [0.70684, -2.61487, 4.29215], [1.26090, -2.29802, 5.17772], [0.75925, -1.79186, 3.57711], [-0.75652, -2.85807, 4.70530], [-1.78968, -2.12472, 3.84864], [-1.45511, -1.09590, 3.71045], [-2.73769, -2.09250, 4.39089], [-2.08286, -2.77790, 2.48997], [-2.51109, -3.76827, 2.66509], [-2.84351, -2.19400, 1.96456], [-0.97603, -3.92696, 4.70982], [-0.88746, -2.50970, 5.73181], [1.68277, -3.15375, 1.69079], [1.81135, -4.89647, 1.88828], [-0.27032, -4.77928, 0.85597], [-0.99598, -0.62546, 1.01027], [-0.45760, 0.45879, 0.37281], [-0.84684, 1.44523, 0.57588], [-1.79898, -0.44537, 1.70282], [0.81419, -3.29721, -0.83462], [-0.03394, -4.17562, -0.91921], [1.93493, -3.39587, -1.30965], [1.79761, -1.13929, -1.54841], [1.33868, 2.31547, -0.34388], [3.95787, 3.20894, -0.89133], [3.90776, 4.39775, -2.14458]],
  "atomic_forces_ev_per_a": [[0.30, 0.35, 0.22], [0.11, -0.47, 0.23], [-0.09, 0.06, -0.43], [-0.25, 0.23, -0.01], [0.01, -0.09, 0.00], [0.11, 0.02, -0.01], [-0.02, -0.01, 0.11], [0.19, -0.19, -0.05], [-0.10, -0.11, -0.22], [-0.09, 0.17, 0.32], [-0.08, 0.25, -0.13], [-0.08, -0.04, 0.16], [-0.17, 0.08, -0.12], [-0.05, 0.08, -0.17], [-0.04, 0.03, -0.08], [0.17, -0.09, 0.03], [-0.02, 0.01, 0.10], [-0.06, 0.02, 0.00], [0.12, -0.09, 0.16], [0.02, 0.02, -0.06], [0.10, -0.07, 0.01], [-0.08, 0.11, 0.01], [0.08, -0.11, 0.07], [-0.01, 0.14, 0.06], [-0.35, 1.12, 0.43], [0.31, -0.02, -0.32], [-0.21, -0.12, -0.06], [0.42, -0.58, -0.33], [-0.04, 0.09, 0.02], [-0.13, -0.19, 0.30], [0.15, 0.26, -0.24], [0.03, -0.07, 0.06], [0.02, -0.07, 0.05], [0.08, -0.27, 0.18], [0.00, 0.07, -0.03], [0.04, 0.12, -0.01], [-0.05, 0.31, -0.07], [-0.06, -0.29, -0.08], [-0.05, 0.07, 0.02], [-0.05, 0.08, -0.02], [-0.29, 0.38, 0.35], [0.00, 0.07, -0.07], [0.00, -0.10, 0.01], [-0.02, -0.09, 0.07], [-0.02, -0.08, 0.00], [0.07, -0.04, -0.06], [0.02, 0.02, -0.10], [-0.02, 0.06, 0.49], [-0.09, 0.06, -0.01], [0.13, -0.17, -0.07], [-0.09, 0.15, 0.05], [-0.04, -0.04, 0.14], [0.10, -0.82, -0.33], [0.04, 0.11, -0.32], [0.10, -0.13, 0.02], [0.04, 0.02, -0.03], [0.01, -0.16, -0.19], [-0.02, -0.03, -0.04], [-0.06, -0.03, 0.00]],
  "lowdin_charge": [0.1821, -0.5431, 0.0474, -0.0565, 0.1282, 0.1272, -0.2537, 0.1223, -0.4461, 0.0668, -0.1304, -0.0145, -0.1136, -0.6766, -0.1175, -0.0103, 0.1211, 0.1014, 0.7240, 0.1031, 0.0961, 0.1488, -0.1620, 0.0493, -0.0980, -0.1376, -0.0553, -0.1484, 0.1206, -0.1644, -0.2025, 0.1104, 0.1073, -0.1886, 0.1046, 0.1091, -0.1928, -0.1790, 0.1004, 0.1130, -0.1606, 0.1270, 0.1207, 0.1048, 0.1057, 0.1073, 0.1197, 0.1011, 0.0047, 0.0013, 0.1193, 0.0975, -0.3570, 0.0577, 0.0652, 0.1163, 0.1535, 0.1067, 0.1170]
}



{
  "formula": "C6H10O",
  "method": "the ωB97M-V functional and the def2-TZVPD basis",
  "e_above_lowest_kj_mol": 190.95,
  "e_lumo_ev": [-5.61, -7.61],
  "charge": 1,
  "homo_lumo_gap_ev": [8.36, 7.36],
  "spin_multiplicity": 2,
  "symbols": ["C", "C", "C", "C", "C", "C", "H", "H", "H", "H", "H", "H", "H", "H", "H", "H", "O"],
  "xyz": [[1.84688, 0.88426, 0.72090], [2.67749, 0.16130, -0.05521], [-0.41205, 0.58151, -0.41454], [0.44364, 0.84954, 0.65000], [-2.67808, 0.12645, -1.21688], [-1.81627, 0.81960, -0.43748], [2.29971, 1.50370, 1.49272], [3.74928, 0.31726, -0.21368], [2.37271, -0.81983, -0.37847], [-0.07268, 0.02264, -1.35192], [-0.08771, 1.18500, 1.58535], [-2.29655, -0.59408, -1.94369], [-3.74333, 0.28658, -1.19571], [-2.16838, 1.48371, 0.35914], [-0.53956, -1.64337, 0.53460], [-0.09266, -2.87793, 1.39410], [0.02660, -2.42332, 0.55331]],
  "atomic_forces_ev_per_a": [[-0.27, 0.24, 0.03], [1.26, -1.20, -0.38], [0.27, -1.76, -2.17], [-1.28, 0.88, 1.73], [0.55, 0.02, -0.78], [0.40, 0.30, 1.72], [-0.20, 0.28, -0.17], [-0.39, 0.38, 0.51], [-0.55, -0.03, -0.78], [0.14, 0.90, 1.35], [0.58, 0.04, -1.07], [-0.13, 0.17, 0.16], [-0.12, -0.03, 0.21], [-0.24, -0.12, -0.41], [-0.11, -0.46, 0.41], [-0.19, 0.16, -0.02], [0.28, 0.23, -0.34]],
  "mulliken_spin": [0.0376, 0.3032, 0.1710, 0.1177, 0.2687, 0.0119, 0.0153, 0.0145, 0.0227, 0.0011, 0.0010, 0.0149, 0.0122, 0.0022, -0.0003, 0.0006, 0.0056]
}



Number 2 is which compound?
C6H10O